# 1
Molecular formula: C25H24ClN8O5SW
Method: DFT, ωB97M-V/def2-TZVPD

Results
**<S²>**: 2.01
**2S+1**: 3
**ΔE to the lowest compared entry with this formula, charge and spin**: 0.0000 eV
**HOMO-LUMO gap (alpha / beta)**: 7.1 / 6.6 eV
**Net charge**: +3
**DFT total energy**: -73631.2340 eV
**M**: 767.88 g/mol

Structure (XYZ):
```
65
Properties=species:S:1:pos:R:3:lowdin_charge:R:1
W 0.093 0.384 0.477 1.595
Cl -1.838 0.619 7.582 0.783
S 1.941 1.325 1.881 0.783
O -0.406 1.834 -1.037 -0.238
O -0.425 -0.640 2.038 -0.252
O 0.760 -6.345 -1.940 0.114
O -1.327 -6.836 -1.657 0.153
O -1.119 1.800 1.428 -0.212
N 1.867 0.666 -1.124 0.049
N -1.521 -0.679 -0.560 -0.023
N -0.390 -6.082 -1.657 -0.333
N 4.883 2.416 -0.451 0.183
N 2.975 1.373 -0.634 -0.058
N -1.220 3.714 -2.006 -0.133
N 0.905 -1.614 0.049 -0.069
N 4.240 2.329 0.750 0.089
C -0.714 -0.325 3.307 -0.287
C 2.090 -2.063 0.460 -0.088
C -1.605 5.129 -1.893 0.021
C -1.902 -4.206 -1.611 0.107
C -3.512 -2.297 -1.640 0.071
C 0.029 -2.495 -0.507 -0.118
C -2.731 -0.196 -0.821 -0.064
C -1.221 0.951 3.644 -0.137
C -0.674 -4.666 -1.315 -0.040
C 1.617 -4.283 -0.285 0.081
C 3.081 1.696 0.673 -0.675
C -3.753 -0.973 -1.363 0.018
C -1.589 1.244 4.981 -0.007
C -1.272 -1.987 -0.833 -0.126
C -1.425 0.294 5.952 -0.642
C -0.786 3.055 -0.975 -0.220
C 2.475 -3.390 0.310 0.023
C -0.920 -0.972 5.602 -0.009
C 4.364 1.642 -2.752 0.028
C -2.240 -2.835 -1.369 -0.092
C 4.114 1.829 -1.306 -0.280
C -1.339 3.119 -3.339 0.021
C -1.457 1.906 2.647 -0.086
C 0.349 -3.842 -0.720 -0.029
C -0.581 -1.285 4.300 0.037
H -1.992 2.218 5.228 0.136
H 2.740 -1.343 0.944 0.106
H -0.993 5.720 -2.572 0.114
H -1.258 2.039 -3.274 0.089
H -4.720 -0.526 -1.545 0.134
H -1.989 2.823 2.906 0.165
H -2.652 5.237 -2.168 0.113
H -0.808 -1.715 6.382 0.133
H -0.558 3.517 -3.986 0.115
H -2.635 -4.882 -2.033 0.154
H 3.444 -3.705 0.668 0.137
H -0.213 -2.270 4.046 0.136
H -0.756 3.588 -0.028 0.153
H 3.566 2.078 -3.354 0.095
H -1.454 5.477 -0.875 0.103
H -2.896 0.846 -0.578 0.124
H 4.667 2.733 1.573 0.190
H 4.457 0.583 -3.000 0.101
H 1.903 -5.316 -0.416 0.132
H 2.193 -0.219 -1.510 0.134
H 5.299 2.135 -3.008 0.111
H -2.306 3.391 -3.756 0.113
H -4.287 -2.929 -2.056 0.149
H 1.433 1.207 -1.873 0.123
```

# 2
Molecular formula: C4H9F
Method: DFT, ωB97M-V/def2-TZVPD

Results
**ΔE to the lowest compared entry with this formula, charge and spin**: 4.8917 eV
**HOMO-LUMO gap (alpha / beta)**: 9.7 / 7.5 eV
**Net charge**: 0
**DFT total energy**: -7006.8198 eV
**M**: 76.11 g/mol

Structure (XYZ):
```
14
Properties=species:S:1:pos:R:3:lowdin_charge:R:1
F 0.945 1.353 0.975 -0.017
C 0.104 0.250 0.844 -0.387
C -1.401 0.514 0.741 -0.071
C 0.464 0.330 -2.177 0.079
C 0.732 -1.020 1.096 -0.097
H -1.858 1.071 1.600 0.067
H 0.327 1.338 -2.222 -0.044
H -0.240 -0.379 -2.469 -0.034
H 1.491 -0.158 -2.123 0.030
H 0.528 -1.708 0.305 0.057
H 0.500 -1.535 2.063 0.088
H 1.896 -0.869 1.060 0.121
H -2.126 -0.404 0.530 0.114
H -1.363 1.217 -0.223 0.094
```

# 3
Molecular formula: C5H11O2
Method: DFT, ωB97M-V/def2-TZVPD

Results
**ΔE to the lowest compared entry with this formula, charge and spin**: 0.1237 eV
**HOMO-LUMO gap**: 8.4 eV
**Net charge**: -1
**DFT total energy**: -9459.9055 eV
**M**: 103.14 g/mol

Structure (XYZ):
```
18
Properties=species:S:1:pos:R:3:lowdin_charge:R:1
O -1.889 1.208 -0.357 -0.140
O -2.353 -0.937 -0.839 -0.120
C 1.136 0.563 -0.035 -0.299
C 0.550 -0.748 0.464 -0.299
C 0.925 1.696 0.974 -0.135
C -2.650 0.258 -0.679 -0.650
C 0.532 -1.843 -0.605 -0.138
H 2.207 0.444 -0.244 0.094
H -0.492 -0.587 0.734 0.081
H 1.288 2.650 0.584 0.057
H 1.109 -1.077 1.350 0.098
H -0.073 -2.679 -0.252 0.060
H 1.541 -2.199 -0.845 0.057
H -3.701 0.599 -0.862 0.080
H 1.400 1.490 1.937 0.057
H -0.012 -1.466 -1.469 0.056
H 0.634 0.840 -0.960 0.095
H -0.153 1.787 1.105 0.047
```

# 4
Molecular formula: C27H58N3O7PdS6
Method: DFT, ωB97M-V/def2-TZVPD

Results
**<S²>**: 2.01
**2S+1**: 3
**ΔE to the lowest compared entry with this formula, charge and spin**: 0.0000 eV
**HOMO-LUMO gap (alpha / beta)**: 8.0 / 5.9 eV
**Net charge**: +1
**DFT total energy**: -116221.1019 eV
**M**: 835.60 g/mol

Structure (XYZ):
```
102
Properties=species:S:1:pos:R:3:lowdin_charge:R:1
Pd 0.430 3.140 2.372 1.016
S 0.379 0.918 5.297 0.902
S -2.755 4.015 2.276 0.930
S 3.462 -2.453 -2.512 0.799
S 3.812 3.079 2.414 0.937
S 3.588 2.562 -4.174 0.831
S -6.252 -1.967 -0.681 0.826
O 0.562 1.710 4.034 -0.649
O -6.175 -2.439 0.731 -0.566
O 2.408 3.677 2.290 -0.663
O 0.408 1.804 0.680 -0.277
O 3.293 3.341 -2.932 -0.586
O 4.716 -2.310 -3.338 -0.562
O -1.658 3.045 2.719 -0.673
N -0.845 2.153 -1.969 0.040
N 1.919 -4.252 1.790 0.011
N -2.392 -4.440 -2.104 0.029
C -2.472 2.188 -3.518 -0.106
C -2.425 -3.093 -2.369 -0.137
C -1.329 -2.503 -1.814 -0.105
C 4.041 -3.894 2.253 -0.112
C 1.991 -2.958 2.227 -0.146
C 3.509 1.319 2.108 -0.230
C -2.743 4.000 0.473 -0.236
C -4.230 2.967 2.447 -0.233
C 3.145 -4.856 1.837 -0.114
C -1.360 2.897 -4.009 -0.114
C 2.899 0.891 -3.928 -0.259
C -0.828 -0.381 4.891 -0.224
C 2.419 3.078 -5.485 -0.246
C -7.621 -0.753 -0.728 -0.262
C 4.111 -2.286 -0.823 -0.249
C -1.130 -0.057 1.140 -0.038
C -2.101 1.702 -2.294 -0.170
C -0.690 1.896 6.411 -0.216
C 3.322 -2.705 2.485 -0.126
C 0.285 0.421 0.834 -0.571
C 0.936 -0.331 -0.310 -0.050
C 2.995 -4.217 -2.468 -0.239
C -1.258 -4.725 -1.401 -0.124
C -0.396 2.906 -3.036 -0.131
C 4.658 3.464 0.884 -0.226
C -0.596 -3.539 -1.203 -0.127
C -4.820 -0.826 -0.708 -0.271
H -3.067 -5.094 -2.452 0.150
H 4.411 0.719 2.027 0.067
H -1.739 -0.145 0.234 0.057
H -1.043 -1.107 1.449 0.080
H -3.980 1.963 2.094 0.051
H -4.817 -0.136 -1.559 0.046
H -1.725 4.208 0.142 0.054
H 2.589 4.134 -5.670 0.051
H -0.209 2.862 6.521 0.059
H 2.535 -4.558 -3.389 0.054
H -0.965 -5.733 -1.162 0.110
H -4.496 2.795 3.492 0.059
H 2.251 -4.220 -1.666 0.014
H -2.660 1.079 -1.609 0.079
H 5.082 -4.097 2.445 0.101
H 2.606 2.459 -6.361 0.054
H 2.013 0.955 -3.291 0.040
H 0.382 -0.160 -1.235 0.060
H 1.397 2.887 -5.153 0.025
H -1.101 -0.949 5.780 0.067
H 3.756 -1.822 2.926 0.086
H -8.543 -1.318 -0.582 0.047
H 0.897 0.116 1.708 0.102
H -3.272 -2.644 -2.864 0.111
H -3.377 4.769 0.032 0.072
H -0.779 1.371 7.361 0.063
H 3.370 -2.557 -0.069 0.011
H -5.101 3.334 1.909 0.068
H 1.956 0.007 -0.499 0.073
H 0.346 -3.451 -0.683 0.058
H 5.027 -2.854 -0.705 0.066
H -3.419 1.992 -3.991 0.092
H -1.589 0.563 1.905 0.051
H -7.624 -0.085 0.138 0.053
H 1.107 -2.360 2.350 0.091
H 2.652 0.377 -4.854 0.063
H -3.934 -1.440 -0.878 0.010
H 3.235 -5.922 1.720 0.113
H -3.068 3.021 0.137 0.043
H 5.599 2.919 0.948 0.066
H 3.621 0.304 -3.364 0.011
H 2.915 0.985 2.957 0.036
H -0.390 2.019 -1.073 0.086
H 4.788 4.534 0.746 0.068
H -0.403 -1.027 4.132 0.037
H -0.960 -1.497 -1.851 0.069
H 4.233 -1.208 -0.722 0.038
H -7.618 -0.169 -1.646 0.049
H 4.023 3.127 0.061 0.061
H -1.268 3.330 -4.993 0.095
H -4.707 -0.274 0.221 0.045
H 2.884 1.312 1.212 0.038
H -1.728 0.112 4.519 0.056
H 0.578 3.368 -2.974 0.096
H -1.666 1.911 5.929 0.050
H 1.022 -4.673 1.617 0.145
H 0.929 -1.391 -0.067 0.057
H 3.835 -4.828 -2.143 0.060
```

# 5
Molecular formula: C12H19BMgN6SeSi
Method: DFT, ωB97M-V/def2-TZVPD

Results
**HOMO-LUMO gap**: 8.4 eV
**Net charge**: 0
**DFT total energy**: -101044.8064 eV
**M**: 389.49 g/mol

Structure (XYZ):
```
41
Properties=species:S:1:pos:R:3:lowdin_charge:R:1
Se 2.088 0.075 1.666 0.305
Si 3.745 0.959 2.852 0.035
Mg 0.199 -0.118 0.183 0.310
N -2.426 -1.243 -0.319 -0.026
N -0.895 -1.091 -2.320 -0.027
N 0.304 -1.038 -1.686 -0.014
N -1.966 0.997 -1.388 -0.026
N -1.504 -1.216 0.677 -0.014
N -0.962 1.433 -0.585 -0.014
C -3.486 -1.962 0.070 -0.068
C 0.577 -2.038 -3.671 -0.048
C -0.749 -1.687 -3.509 -0.068
C 3.530 0.469 4.642 -0.238
C -2.112 3.203 -1.334 -0.049
C -2.664 2.044 -1.844 -0.068
C 1.191 -1.606 -2.495 -0.118
C 3.725 2.823 2.704 -0.237
C 5.369 0.296 2.209 -0.238
C -2.005 -1.925 1.682 -0.117
C -3.265 -2.423 1.353 -0.048
C -1.047 2.758 -0.551 -0.119
B -2.176 -0.515 -1.663 -0.488
H 3.525 -0.617 4.742 0.026
H 3.841 3.124 1.661 0.025
H -1.600 -1.819 -4.156 0.123
H -1.434 -2.039 2.590 0.118
H -0.340 3.323 0.034 0.118
H -3.504 1.889 -2.501 0.123
H 6.210 0.691 2.785 0.029
H -4.323 -2.094 -0.596 0.123
H 2.223 -1.676 -2.190 0.118
H 4.536 3.272 3.284 0.028
H -3.113 -0.669 -2.393 0.122
H 2.583 0.849 5.029 0.026
H 2.778 3.225 3.069 0.025
H -3.916 -3.029 1.957 0.095
H -2.432 4.215 -1.503 0.095
H 5.506 0.575 1.163 0.026
H 5.389 -0.793 2.273 0.026
H 4.340 0.869 5.257 0.029
H 1.030 -2.531 -4.511 0.095
```

# 6
Molecular formula: C4H8NS2
Method: DFT, ωB97M-V/def2-TZVPD

Results
**ΔE to the lowest compared entry with this formula, charge and spin**: 2.9875 eV
**HOMO-LUMO gap**: 8.0 eV
**Net charge**: +1
**DFT total energy**: -27428.0418 eV
**M**: 134.25 g/mol

Structure (XYZ):
```
15
Properties=species:S:1:pos:R:3:lowdin_charge:R:1
S -2.365 1.450 -0.247 1.028
S 1.077 0.494 -0.569 0.764
N -1.506 -0.869 -0.889 -0.097
C -2.307 -1.063 0.307 -0.123
C 2.396 1.208 0.473 -0.383
C -2.827 0.072 0.754 -0.298
C -1.393 0.553 -1.283 -0.450
H -0.538 -1.222 -0.772 0.104
H 2.467 0.595 1.365 0.036
H -3.460 0.214 1.607 0.091
H 1.350 1.151 -1.690 -0.084
H 2.130 2.232 0.729 0.040
H 3.324 1.181 -0.091 0.042
H -2.411 -2.050 0.717 0.135
H -1.887 -1.386 -1.695 0.194
```